A molecular structure, C36H66N13O2S2Tl, computed with ωB97M-V/def2-TZVPD.

The geometry in XYZ format:
```
120
Properties=species:S:1:pos:R:3:forces:R:3:mulliken_charge:R:1
Tl -0.494 0.713 0.506 -0.135 0.064 0.091 1.211
C 2.590 2.410 4.891 0.002 -0.007 0.026 -1.114
N 2.505 1.208 4.071 0.008 -0.013 0.016 0.328
C 3.451 0.168 4.465 -0.001 -0.069 0.142 -1.106
C 1.494 0.919 3.196 -0.114 0.217 0.050 -0.766
N 1.633 0.188 2.152 0.047 -0.291 -0.327 0.427
C 2.940 -0.220 1.695 0.101 -0.069 -0.113 -1.614
C 2.981 -0.427 0.189 -0.105 0.027 0.050 -0.064
N 2.249 -1.558 -0.358 0.227 -0.089 0.221 0.795
C 1.468 -2.467 0.475 -0.021 0.100 -0.057 -0.844
C 0.204 -3.031 -0.163 -0.003 -0.003 -0.044 -0.713
N -0.800 -1.999 -0.370 0.266 -0.087 0.075 0.506
C -2.031 -2.397 -0.508 -0.097 0.132 0.006 0.118
N -2.495 -3.640 -0.137 -0.017 0.058 -0.023 0.401
C -3.469 -4.366 -0.931 -0.010 -0.029 0.013 -1.128
C -2.247 -4.153 1.196 -0.046 -0.033 0.052 -1.251
N -2.959 -1.567 -1.070 0.019 -0.052 -0.028 0.362
C -2.585 -0.425 -1.873 -0.034 0.003 -0.077 -1.090
C -4.343 -1.564 -0.626 0.007 0.010 0.002 -1.333
C 2.521 -1.860 -1.718 -0.195 0.057 -0.241 -1.903
C 1.485 -1.153 -2.688 0.161 -0.054 0.261 -0.281
N 1.606 0.253 -2.516 0.035 0.100 -0.119 0.188
C 1.865 0.993 -3.560 -0.128 -0.147 0.075 0.490
N 2.418 2.222 -3.382 0.100 0.076 0.009 0.132
C 2.003 3.365 -4.180 -0.053 0.054 0.033 -0.653
C 3.002 2.551 -2.096 -0.022 -0.018 -0.023 -0.997
N 1.635 0.604 -4.859 -0.030 0.011 -0.003 0.265
C 2.476 1.023 -5.966 0.031 -0.010 -0.003 -1.136
C 0.410 -0.075 -5.238 0.003 0.004 -0.019 -0.899
N 0.139 1.334 3.421 0.010 -0.103 0.065 1.266
C -0.175 2.714 3.763 -0.081 0.076 -0.073 -1.105
C -0.532 0.394 4.325 0.065 0.000 0.042 -1.210
H 3.648 2.622 5.048 -0.008 0.001 0.023 0.373
H 2.121 2.285 5.870 -0.023 -0.005 -0.008 0.316
H 2.161 3.269 4.387 0.043 -0.044 0.002 0.391
H 3.462 0.105 5.555 0.010 0.024 0.001 0.409
H 4.467 0.378 4.125 -0.006 -0.020 0.007 0.322
H 3.135 -0.803 4.090 0.012 0.111 0.134 0.337
H 3.287 -1.139 2.181 -0.017 0.039 -0.098 0.302
H 3.695 0.546 1.910 -0.005 -0.038 0.001 0.700
H 4.023 -0.558 -0.118 -0.003 0.035 -0.005 0.602
H 2.613 0.451 -0.368 -0.065 -0.043 -0.019 -0.239
H 1.210 -1.943 1.393 -0.009 0.014 -0.013 0.185
H 2.145 -3.294 0.728 -0.024 -0.031 -0.023 0.188
H -0.108 -3.826 0.517 0.095 0.039 -0.050 0.519
H 0.445 -3.539 -1.105 0.021 0.024 -0.038 0.233
H -3.560 -3.913 -1.915 0.007 -0.006 0.001 0.327
H -4.457 -4.388 -0.461 0.000 -0.003 0.004 0.351
H -3.135 -5.398 -1.058 0.004 -0.003 0.002 0.379
H -1.745 -3.397 1.795 -0.023 0.008 0.021 0.363
H -1.656 -5.075 1.182 -0.019 -0.011 -0.010 0.303
H -3.202 -4.379 1.681 -0.005 0.008 -0.006 0.380
H -1.577 -0.549 -2.255 0.051 -0.006 0.001 0.180
H -2.633 0.510 -1.303 -0.027 0.003 -0.006 0.119
H -3.280 -0.330 -2.710 0.013 -0.019 -0.010 0.551
H -4.473 -2.239 0.215 -0.015 0.000 -0.006 0.351
H -5.026 -1.854 -1.428 -0.001 -0.004 0.001 0.346
H -4.614 -0.557 -0.295 -0.002 0.000 -0.008 0.441
H 2.486 -2.935 -1.894 -0.065 -0.009 0.087 0.495
H 3.500 -1.461 -1.976 0.037 -0.087 -0.028 0.528
H 0.502 -1.518 -2.392 -0.105 -0.039 -0.048 -0.040
H 1.734 -1.537 -3.683 0.050 0.064 0.021 0.504
H 1.343 3.049 -4.983 -0.003 0.014 0.013 0.426
H 2.863 3.880 -4.610 0.017 -0.013 -0.018 0.347
H 1.452 4.067 -3.551 0.035 -0.060 -0.038 -0.267
H 3.662 1.749 -1.770 0.019 0.020 -0.037 0.394
H 2.237 2.719 -1.333 -0.012 0.031 0.010 0.187
H 3.596 3.458 -2.214 0.008 0.001 0.013 0.391
H 3.388 1.480 -5.590 -0.007 -0.008 -0.010 0.352
H 1.968 1.732 -6.625 0.008 0.001 -0.007 0.368
H 2.747 0.148 -6.560 -0.005 0.002 -0.003 0.370
H -0.211 -0.242 -4.363 -0.033 0.005 0.009 0.164
H 0.615 -1.036 -5.718 -0.011 0.000 0.003 0.310
H -0.152 0.542 -5.946 0.000 -0.006 -0.003 0.381
H 0.307 3.403 3.069 0.057 0.005 -0.009 0.368
H 0.078 2.995 4.790 -0.049 -0.015 -0.024 0.327
H -1.254 2.832 3.644 0.029 0.005 -0.012 0.123
H -0.431 -0.623 3.950 0.000 0.003 -0.010 0.206
H -1.595 0.634 4.349 -0.012 0.019 -0.010 0.362
H -0.142 0.451 5.350 -0.009 0.001 0.000 0.317
O -2.399 -2.484 4.092 -0.044 0.024 -0.051 -0.283
C -3.754 -2.380 3.984 0.056 -0.020 0.053 1.077
C -4.580 -3.220 4.724 0.018 0.010 -0.021 -0.960
C -5.955 -3.092 4.656 -0.012 0.021 -0.013 -0.582
C -6.529 -2.111 3.856 0.007 -0.039 0.018 -0.996
C -5.711 -1.268 3.134 0.025 0.017 -0.114 -0.564
C -4.315 -1.393 3.163 -0.060 -0.013 0.000 0.160
C -3.478 -0.482 2.349 -0.057 0.028 0.064 -0.379
O -2.383 -0.775 1.901 0.108 -0.007 0.071 -0.243
N -4.102 0.763 2.117 0.213 0.238 0.129 -0.141
N -3.230 1.706 1.837 -0.046 -0.125 -0.170 0.207
C -3.780 2.905 1.744 -0.164 -0.073 0.145 -0.367
S -5.440 3.213 2.123 0.012 -0.013 -0.035 0.000
C -5.248 5.017 2.121 0.002 0.039 -0.025 -0.757
C -4.202 5.385 1.088 -0.018 0.017 0.002 -0.677
S -2.800 4.253 1.298 0.062 -0.068 -0.016 0.220
H -2.202 -3.145 4.765 0.021 0.005 0.009 0.269
H -4.134 -3.974 5.363 -0.002 -0.003 0.003 0.374
H -6.580 -3.756 5.238 -0.004 -0.004 -0.001 0.430
H -7.603 -2.005 3.803 -0.006 0.001 0.004 0.436
H -6.145 -0.500 2.509 0.012 0.021 0.017 0.456
H -4.951 5.336 3.120 -0.008 -0.016 0.006 0.332
H -6.215 5.457 1.881 0.000 -0.002 -0.001 0.424
H -3.832 6.399 1.230 -0.016 0.007 0.005 0.482
H -4.588 5.280 0.075 0.010 -0.011 -0.005 0.364
C -1.728 6.706 -1.954 0.010 0.008 -0.028 -1.373
C -0.272 6.280 -1.726 -0.031 -0.090 0.023 2.606
C 0.286 6.929 -0.453 -0.004 -0.006 -0.003 -1.572
C 0.587 6.660 -2.937 0.007 0.027 0.004 -1.954
C -0.238 4.812 -1.543 -0.014 0.108 0.052 -0.658
N -0.209 3.676 -1.367 -0.006 -0.010 -0.030 -0.271
H -1.778 7.794 -1.989 -0.010 0.004 -0.009 0.450
H -2.370 6.354 -1.146 0.002 0.017 0.027 0.062
H -2.111 6.312 -2.895 -0.005 -0.015 0.001 0.409
H 0.338 8.007 -0.599 -0.010 0.012 0.013 0.434
H 1.287 6.562 -0.229 0.014 0.013 -0.012 0.389
H -0.356 6.728 0.405 -0.009 -0.021 0.020 0.299
H 0.549 7.741 -3.068 0.003 0.001 -0.007 0.497
H 0.215 6.193 -3.849 0.004 -0.007 -0.005 0.389
H 1.629 6.372 -2.790 0.001 0.003 0.002 0.392
```
Forces are in eV/Å.

As for the spin multiplicity: 1. The calculation puts the energy at -3241.9417 hartree. The calculation puts the HOMO-LUMO gap (alpha / beta) at 5.4 / 6.5 eV. The value obtained for the HOMO energy (alpha / beta) is -12.27 / -12.50 eV. The charge is +2.

---

A molecular structure, C13H27AlBCl2NNaO29PS at a distorted geometry, computed with ωB97M-V/def2-TZVPD.

The geometry in XYZ format:
```
77
Properties=species:S:1:pos:R:3:forces:R:3:mulliken_charge:R:1
C -1.488 -0.567 0.681 -0.469 0.467 0.422 -1.385
C -1.833 0.885 0.300 -0.001 0.005 -0.641 0.597
O -1.590 1.777 1.389 -0.060 -0.202 -0.406 -0.542
C -1.103 1.430 -0.980 0.380 -0.349 0.223 -0.543
N -0.163 0.419 -1.593 0.957 -0.093 -0.241 0.744
C -0.884 -0.188 -2.695 -0.782 -0.520 -0.178 -0.917
O -0.466 -1.557 -2.919 0.242 0.615 0.606 -0.395
O -1.619 -2.272 -3.301 -0.455 -0.332 -0.689 -0.239
C 1.123 0.939 -2.068 -1.115 1.165 -1.652 -0.189
O 1.156 1.627 -3.055 0.556 -2.329 -0.818 -0.363
O 2.376 0.550 -1.510 -0.115 0.548 1.660 -0.335
P 2.827 1.166 -0.028 -1.642 -0.076 2.479 0.739
O 1.742 1.535 0.891 0.397 -0.450 -0.493 -0.298
O 3.904 2.403 -0.103 0.547 -1.362 -0.978 -0.569
O 3.657 -0.073 0.656 -0.169 0.987 -2.178 -0.498
H -2.165 -1.224 0.102 0.512 0.033 0.246 0.285
H -1.720 -0.675 1.758 -0.113 -0.072 -0.531 0.441
H -0.439 -0.845 0.571 -0.368 0.173 -0.288 0.127
H -2.921 0.899 0.078 0.446 0.082 0.167 0.401
H -2.160 2.544 1.207 0.264 -0.336 0.403 0.328
H -1.816 1.782 -1.756 0.259 -0.334 0.335 0.424
H -0.500 2.301 -0.743 -0.388 -0.298 0.446 0.159
H -0.848 0.380 -3.644 0.329 -0.163 0.317 0.460
H -1.948 -0.251 -2.412 0.512 0.106 0.069 0.543
H -2.099 -2.491 -2.485 0.432 0.098 0.163 0.283
H 3.726 2.995 0.641 -0.457 -0.344 0.127 0.381
H 3.155 -0.855 0.373 0.212 -0.168 0.365 0.317
O -4.120 2.458 1.518 -0.667 0.270 -0.001 -0.550
H -4.917 2.996 1.469 0.033 0.024 -0.021 0.250
H -4.337 1.770 2.157 0.218 -0.014 0.044 0.290
O 3.302 4.564 -2.274 1.329 0.915 -1.094 -0.386
H 3.623 4.358 -1.369 -0.481 -0.512 -0.046 0.387
H 2.776 3.777 -2.633 -1.032 -0.209 1.110 0.432
H 4.021 4.851 -2.869 0.078 -0.060 0.143 0.452
O 3.422 0.056 -9.559 -0.158 0.123 0.022 -0.562
C 3.469 0.147 -8.364 0.382 -0.080 -0.009 0.697
O 2.632 0.986 -7.728 -0.404 0.071 -0.173 -0.389
C 2.476 1.028 -6.306 0.114 0.132 0.246 -0.381
C 3.522 1.921 -5.671 0.245 0.086 0.029 -0.542
C 4.512 -0.599 -7.565 -0.240 -0.431 0.266 -0.861
H 2.469 0.023 -5.882 0.084 0.004 -0.016 0.373
H 1.487 1.446 -6.123 -0.017 -0.030 -0.171 0.257
H 4.531 1.545 -5.844 -0.024 -0.055 0.060 0.294
H 3.357 1.993 -4.594 -0.090 -0.101 -0.023 -0.037
H 3.478 2.923 -6.104 -0.103 -0.036 -0.018 0.309
H 5.439 -0.026 -7.569 -0.019 0.001 0.000 0.240
H 4.684 -1.561 -8.043 0.094 0.139 -0.166 0.305
H 4.216 -0.809 -6.539 0.087 0.170 0.048 0.299
B -0.156 -0.217 5.590 0.562 1.224 -2.146 0.855
O -0.192 -1.312 6.633 -0.444 -0.384 0.815 -0.514
C -1.170 -1.036 7.452 0.233 -0.260 -0.162 1.262
O -1.441 -1.749 8.412 0.715 -0.964 0.094 -0.520
C -1.857 0.240 7.035 -0.878 1.755 -0.671 0.311
O -2.786 0.741 7.596 0.127 -0.473 0.264 -0.624
O -1.256 0.704 5.954 0.223 -1.207 0.948 -0.527
O 1.140 0.461 5.609 -0.515 -0.546 0.298 -0.541
C 1.689 0.340 4.383 0.958 0.766 0.284 0.402
O 2.747 0.782 4.066 -0.106 -0.158 0.119 -0.546
C 0.740 -0.445 3.517 -0.669 -0.494 -1.062 0.719
O 0.896 -0.741 2.379 0.404 -0.283 0.417 -0.447
O -0.341 -0.766 4.255 0.197 0.059 0.881 -0.569
Al -0.155 -3.479 8.036 -1.821 0.165 -0.080 0.835
O -5.444 1.858 6.530 -0.008 -0.146 -0.061 -0.649
H -6.126 1.185 6.618 -0.027 0.040 0.005 0.309
H -4.625 1.395 6.745 0.028 0.147 0.074 0.373
O -2.092 -2.625 -6.556 -0.242 -0.022 -0.452 -0.277
S -2.619 -3.916 -6.115 0.474 -0.855 2.190 1.382
O -3.481 -3.731 -4.949 -0.701 0.578 -0.461 -0.384
O -1.511 -4.799 -5.757 0.382 -0.015 -0.908 -0.405
O -3.394 -4.506 -7.204 0.087 0.342 -0.309 -0.323
O -3.159 -5.067 9.595 0.331 0.218 -0.110 -0.686
Cl -3.902 -5.208 8.350 -0.300 -0.473 0.005 1.626
O -3.539 -6.448 7.714 0.176 0.170 0.047 -0.618
O -3.546 -4.096 7.471 0.680 0.308 -0.042 -0.626
O -5.311 -5.177 8.608 0.226 0.149 0.043 -0.637
Cl 1.309 3.259 -1.219 0.374 2.887 0.623 -0.794
Na 1.679 -1.989 9.789 0.193 0.212 0.193 0.783
```
Forces are in eV/Å.

As for the spin multiplicity: 1. The calculation puts the energy at -4837.3350 hartree. The calculation puts the HOMO-LUMO gap at 2.2 eV. The energy above the lowest of the compared OMol25 structures with the same formula, charge and spin is 0.0 kJ/mol. The value obtained for the HOMO energy is -8.46 eV.

---

A molecular structure, C21H41As3O4SV, computed with ωB97M-V/def2-TZVPD.

The geometry in XYZ format:
```
71
Properties=species:S:1:pos:R:3:forces:R:3:mulliken_charge:R:1
V 0.106 -0.009 0.488 0.399 0.112 0.159 0.599
C -0.287 2.809 1.628 -0.095 -0.027 0.017 -0.607
C 1.219 2.830 1.652 0.059 0.046 -0.004 -1.049
O 1.630 1.708 0.859 -0.144 -0.092 0.023 0.184
C 3.035 1.427 0.935 0.019 0.083 0.058 -0.907
C 3.212 0.106 0.241 0.037 -0.149 -0.051 -0.589
O 2.181 -0.789 0.719 -0.050 0.031 0.045 0.303
C 2.504 -1.455 1.959 0.059 -0.040 0.020 -0.980
C 1.201 -1.984 2.505 -0.123 0.054 -0.023 -0.555
O 0.212 -0.932 2.425 0.000 -0.018 0.151 -0.365
C 0.279 0.022 3.505 0.034 -0.027 -0.076 -0.719
C -0.817 1.016 3.226 -0.007 -0.008 -0.032 -0.840
O -0.733 1.453 1.850 0.017 0.036 0.043 0.024
H -0.680 3.082 0.651 0.018 0.008 -0.003 0.175
H -0.720 3.473 2.376 0.028 0.013 0.005 0.548
H 1.611 2.720 2.667 0.003 -0.010 -0.005 0.428
H 1.609 3.759 1.232 -0.013 -0.002 -0.009 0.533
H 3.334 1.388 1.987 -0.003 0.011 -0.003 0.435
H 3.611 2.214 0.444 -0.005 -0.004 -0.012 0.495
H 4.196 -0.327 0.426 0.000 0.011 0.002 0.512
H 3.061 0.184 -0.834 0.001 0.029 0.000 0.058
H 2.977 -0.749 2.645 -0.018 0.017 -0.002 0.370
H 3.208 -2.265 1.765 -0.006 -0.007 0.002 0.484
H 1.292 -2.327 3.535 0.064 -0.012 -0.002 0.536
H 0.806 -2.796 1.900 0.025 -0.017 -0.016 0.185
H 1.264 0.493 3.522 -0.012 0.019 0.029 0.235
H 0.109 -0.490 4.453 -0.003 0.011 0.014 0.519
H -0.766 1.872 3.898 0.028 -0.003 0.012 0.534
H -1.789 0.538 3.339 0.013 -0.041 0.031 0.256
C -1.487 1.270 -2.895 0.038 0.050 -0.031 -1.055
As 0.132 1.195 -1.836 0.019 0.157 -0.043 1.481
C 0.785 3.021 -1.933 -0.064 -0.032 -0.066 -1.523
C 1.400 0.202 -2.904 0.010 -0.004 -0.039 0.063
C 2.138 0.803 -3.917 0.031 0.009 -0.033 -0.723
C 3.047 0.051 -4.651 -0.002 -0.010 0.008 -0.827
C 3.219 -1.299 -4.379 -0.006 0.013 -0.001 -0.825
C 2.479 -1.907 -3.373 0.035 0.014 -0.034 -0.799
C 1.571 -1.159 -2.633 0.027 -0.027 -0.028 0.189
As 0.457 -1.958 -1.278 -0.114 -0.115 -0.055 1.141
C 1.395 -3.556 -0.716 -0.011 -0.004 -0.053 -1.622
C -1.018 -2.711 -2.282 0.052 -0.060 -0.012 -1.057
H -1.226 1.566 -3.910 -0.012 0.001 0.001 0.468
H -2.160 2.009 -2.462 -0.001 -0.005 0.008 0.433
H -1.978 0.302 -2.905 0.002 -0.011 0.004 0.192
H 0.710 3.379 -2.958 0.013 -0.010 0.000 0.604
H 1.822 3.068 -1.608 0.005 -0.011 0.008 0.392
H 0.171 3.669 -1.309 0.003 0.009 -0.008 0.451
H 2.022 1.854 -4.151 -0.026 -0.001 0.026 0.429
H 3.620 0.522 -5.439 0.001 -0.004 -0.001 0.452
H 3.926 -1.882 -4.953 0.001 0.000 0.000 0.450
H 2.623 -2.964 -3.184 -0.022 0.003 0.022 0.441
H 2.378 -3.311 -0.323 0.003 -0.003 0.012 0.360
H 1.506 -4.213 -1.577 0.005 0.008 -0.002 0.587
H 0.804 -4.087 0.029 -0.008 0.010 0.009 0.468
H -0.602 -3.352 -3.059 0.011 0.010 0.003 0.487
H -1.612 -1.926 -2.742 -0.004 0.010 -0.005 0.261
H -1.646 -3.299 -1.617 -0.006 0.010 -0.001 0.457
C -5.330 -0.557 -0.085 0.051 0.033 0.067 -1.063
As -3.917 -0.232 1.170 -0.037 -0.091 -0.062 0.542
C -4.029 1.599 1.741 0.086 0.006 0.005 -0.785
C -4.198 -1.404 2.667 -0.036 0.023 -0.005 -1.087
S -2.121 -0.748 0.050 -0.299 -0.055 0.034 -0.261
H -6.281 -0.325 0.394 -0.003 0.000 -0.003 0.462
H -5.307 -1.604 -0.378 0.007 -0.003 0.000 0.412
H -5.186 0.078 -0.957 -0.006 0.000 0.000 0.372
H -4.994 1.762 2.221 -0.022 -0.058 -0.004 0.483
H -3.946 2.243 0.867 0.012 0.001 -0.001 0.397
H -3.229 1.814 2.445 -0.123 0.057 -0.056 0.129
H -5.255 -1.354 2.930 0.004 0.014 0.009 0.448
H -3.603 -1.109 3.528 0.054 0.028 -0.014 0.367
H -3.947 -2.421 2.371 0.008 0.013 -0.030 0.408
```
Forces are in eV/Å.

As for the spin multiplicity: 3. The calculation puts the energy at -9174.3417 hartree. The calculation puts the HOMO-LUMO gap (alpha / beta) at 8.0 / 8.4 eV. The expectation value of S² is 2.04. The energy above the lowest of the compared OMol25 structures with the same formula, charge and spin is 0.0 kJ/mol. The value obtained for the HOMO energy (alpha / beta) is -17.15 / -17.12 eV. The charge is +3.